Record 1
Below is a cluster of 7 separate species, C9H18Cl12O in total, with properties calculated with ωB97M-V/def2-TZVPD.

Positions of all 40 atoms, in Å:
C: 2.3431 -1.9502 -2.4343
Cl: 1.9187 -1.6769 -4.0778
Cl: 3.9422 -2.6178 -2.2226
H: 2.2869 -0.9838 -1.9333
H: 1.5903 -2.6331 -2.0405
C: 4.0297 0.0432 1.1843
Cl: 5.4846 0.4646 0.2856
Cl: 4.5196 -0.3701 2.8267
H: 3.3390 0.8844 1.1264
H: 3.5707 -0.8181 0.6990
C: -3.9264 1.4360 1.8899
Cl: -2.3577 2.2686 1.8125
Cl: -3.7769 -0.3089 2.2011
H: -4.5211 1.9298 2.6584
H: -4.4073 1.5924 0.9243
C: -3.4023 -0.5887 -2.0542
Cl: -4.8726 0.0798 -1.2763
Cl: -2.1141 0.5612 -2.2348
H: -2.9609 -1.2994 -1.3556
H: -3.5809 -1.1269 -2.9851
C: -0.6692 -3.6108 3.8097
Cl: -2.3478 -3.8896 3.4111
Cl: -0.5438 -2.2867 4.9941
H: -0.2656 -4.5187 4.2581
H: -0.0968 -3.3465 2.9205
C: -0.5177 -0.4227 1.1123
Cl: 0.1284 -1.6001 -0.0679
Cl: 0.7513 0.4691 1.9596
H: -1.1149 0.3005 0.5570
H: -1.0571 -0.9702 1.8852
C: 0.9603 2.0692 -3.0348
C: 1.3393 2.1491 -1.5204
O: 2.3886 1.5951 -1.1314
C: 0.4471 3.0110 -0.6633
H: 1.3093 1.1170 -3.4342
H: 1.4621 2.8618 -3.5900
H: -0.1006 2.2887 -3.1545
H: 0.4856 2.6907 0.3778
H: -0.5604 3.2030 -1.0323
H: 0.8968 4.0039 -0.6504

- 2S+1 = 2
- calculated total energy (eV) = -161931.8673
- total charge = +1
- lowest unoccupied orbital energy (spin up / spin down) (eV) = -5.429 / -9.126
- E_HOMO (spin up / spin down) (eV) = -13.04 / -13.04

Results of the natural (NBO) charge analysis, in e, for atoms 1 through 4:
1. C -0.427
2. Cl -0.003
3. Cl 0.020
4. H 0.193

Record 2
Below is a cluster of 5 separate species, C8H28N2O5 in total, with properties calculated with ωB97M-V/def2-TZVPD.

Positions of all 43 atoms, in Å:
C: 1.8721 4.0172 -0.2871
O: 1.0352 3.0528 -1.0313
C: 1.6658 2.7981 -2.2181
C: 0.5541 2.2558 -3.1056
C: 0.0927 0.9326 -2.4890
N: 0.9423 2.1220 -4.5460
H: 2.1169 4.9162 -0.8533
H: 2.7936 3.4718 0.0110
H: 1.2429 4.2077 0.6054
H: 1.9283 3.7955 -2.6349
H: 2.5571 2.1959 -2.0662
H: -0.3145 2.9917 -3.1658
H: -0.7191 0.5645 -3.1001
H: -0.1375 1.0486 -1.4400
H: 0.9531 0.2255 -2.4964
H: 1.7898 1.5970 -4.7079
H: 1.1076 3.0826 -4.8568
C: -0.5521 -2.1270 -0.5933
O: -1.1325 -1.9471 0.7035
C: -0.9959 -2.9568 1.6561
C: -1.7483 -2.6306 2.8740
C: -1.5637 -3.8889 3.8092
N: -3.1441 -2.4084 2.6346
H: 0.5271 -2.4204 -0.4263
H: -0.7859 -1.2427 -1.1954
H: -1.0471 -2.9784 -1.0771
H: -1.4295 -3.8607 1.1656
H: 0.0948 -3.1662 1.8337
H: -1.2413 -1.7326 3.3689
H: -2.2729 -3.8290 4.6085
H: -0.5401 -3.8942 4.1799
H: -1.6617 -4.8379 3.2610
H: -3.6487 -2.1516 3.4852
H: -3.6417 -3.1692 2.1789
O: -1.9389 0.7303 0.7877
H: -1.8938 -0.2227 0.8394
H: -2.4326 0.9708 1.5835
O: 3.1314 -0.0583 -0.3191
H: 2.2255 0.1018 -0.0965
H: 3.6812 0.5483 0.1725
O: 1.0663 1.1451 1.2678
H: 0.1467 0.9746 1.1649
H: 1.3176 1.7762 0.5149

- calculated total energy (eV) = -21966.3437
- SMILES = COC[C@H](C)N.COC[C@H](C)N.O.O.O
- lowest unoccupied orbital energy (eV) = 0.820
- E_HOMO (eV) = -9.24
- energy relative to the best compared isomer or geometry (same formula, charge and spin) (kcal per mole) = 24.0

Results of the natural (NBO) charge analysis, in e, for atoms 1 through 4:
1. C -0.273
2. O -0.559
3. C -0.086
4. C -0.052